1.
DFT (ωB97M-V with the def2-TZVPD basis set) results for a structure of composition C41H44Cl3CoN4OS.

As for the spin multiplicity: 4. The value obtained for the largest force on an atom is 0.38 eV/Å. As for the net charge: +1. Its HOMO energy (spin up / spin down) is -9.338 / -10.043 eV. Its expectation value of S² is 3.767. Its total energy is -137265.526 eV. The energy above the lowest of the compared OMol25 structures with the same formula, charge and spin comes out at 4.48 kcal per mole. The frontier orbital gap (spin up / spin down) comes out at 0.2393 / 0.2582 Eh.

```
95
C41H44Cl3CoN4OS (ωB97M-V with the def2-TZVPD basis set)
Co -0.261 1.358 0.491
C 0.345 -1.158 6.995
C -0.692 -1.705 6.002
C -2.073 -1.675 6.655
C -0.346 -3.157 5.640
C -0.640 -0.850 4.742
C -1.699 -0.061 4.314
C -1.572 0.683 3.154
N -0.462 0.684 2.420
C 0.590 -0.046 2.832
C 0.523 -0.820 3.968
C 1.825 0.043 1.977
C 3.057 -0.417 2.405
C 4.179 -0.285 1.590
C 3.988 0.333 0.356
C 2.735 0.781 -0.002
N 1.668 0.634 0.786
C 5.566 -0.754 2.011
C 5.544 -1.473 3.360
C 6.115 -1.718 0.948
C 6.484 0.473 2.111
H 0.330 -1.756 7.908
H 0.127 -0.123 7.262
H 1.356 -1.198 6.586
H -2.074 -2.339 7.520
H -2.853 -2.019 5.974
H -2.335 -0.675 7.009
H -0.404 -3.778 6.536
H 0.665 -3.252 5.240
H -1.044 -3.558 4.903
H -2.628 -0.013 4.863
H -2.381 1.310 2.793
H 1.377 -1.416 4.258
H 3.149 -0.860 3.384
H 4.813 0.487 -0.327
H 2.567 1.287 -0.945
H 4.891 -2.349 3.344
H 5.227 -0.813 4.170
H 6.551 -1.819 3.598
H 5.446 -2.569 0.802
H 7.085 -2.100 1.268
H 6.256 -1.225 -0.016
H 6.131 1.166 2.878
H 6.541 1.014 1.165
H 7.494 0.156 2.377
C -0.559 3.151 -0.328
C -1.971 3.272 0.132
C -3.009 2.581 -0.507
C -4.301 2.570 0.008
C -4.596 3.244 1.184
C -3.581 3.942 1.828
C -2.294 3.955 1.312
H 0.094 3.941 0.037
H -0.454 3.016 -1.407
H -2.795 2.053 -1.431
H -5.082 2.034 -0.519
H -5.602 3.242 1.582
H -3.797 4.489 2.738
H -1.513 4.504 1.828
Cl 3.823 1.937 -5.185
C 2.311 1.097 -5.079
C 2.266 -0.269 -5.316
C 1.053 -0.924 -5.204
C -0.119 -0.251 -4.864
C -1.409 -1.023 -4.750
C -1.371 -2.077 -3.637
N -1.535 -1.463 -2.317
C -2.617 -1.598 -1.475
C -2.390 -0.760 -0.429
N -1.193 -0.107 -0.626
C -0.711 -0.556 -1.767
O -1.639 -1.666 -5.984
C -3.003 -1.634 -6.404
C -3.549 -0.239 -6.450
C -3.056 0.751 -7.246
Cl -1.764 0.612 -8.361
S -3.863 2.240 -7.031
C -4.887 1.564 -5.843
C -4.616 0.248 -5.637
C -0.039 1.122 -4.666
Cl -1.454 2.053 -4.266
C 1.166 1.804 -4.762
H 3.167 -0.803 -5.585
H 1.008 -1.988 -5.404
H -2.211 -0.323 -4.511
H -0.434 -2.633 -3.652
H -2.184 -2.786 -3.779
H -3.428 -2.271 -1.691
H -3.013 -0.563 0.427
H 0.214 -0.244 -2.227
H -3.629 -2.248 -5.746
H -2.999 -2.094 -7.391
H -5.642 2.174 -5.371
H -5.159 -0.371 -4.933
H 1.204 2.872 -4.597
```

Results of the Löwdin charge analysis, in e, for atoms 1 through 5: atom 1 (Co): 0.67, atom 2 (C): -0.03, atom 3 (C): -0.56, atom 4 (C): -0.06, atom 5 (C): -0.04

***

2.
DFT (ωB97M-V with the def2-TZVPD basis set) results for a structure of composition C41H44F6N9PS3SbTi at a distorted geometry.

The value obtained for the largest force on an atom is 2.14 eV/Å. As for the net charge: +3. Its HOMO energy is -15.486 eV. Its total energy is -144380.016 eV. The energy above the lowest of the compared OMol25 structures with the same formula, charge and spin comes out at 14.99 kcal per mole. The frontier orbital gap comes out at 0.2347 Eh.

```
106
C41H44F6N9PS3SbTi (ωB97M-V with the def2-TZVPD basis set)
Ti 1.415 0.689 0.229
S -1.103 1.351 -0.022
C -2.038 0.270 -0.945
N -3.336 0.218 -0.891
C -4.069 -0.723 -1.756
C -3.394 -0.785 -3.096
N -1.985 -1.150 -2.901
C -1.410 -2.086 -3.895
C -2.048 -3.445 -3.756
C -1.775 -4.228 -2.636
C -2.373 -5.470 -2.500
C -3.246 -5.937 -3.476
C -3.518 -5.160 -4.591
C -2.921 -3.914 -4.731
C -1.322 -0.665 -1.884
S 0.300 -0.987 -1.591
C -4.178 1.101 -0.053
C -4.931 2.076 -0.924
C -6.316 2.011 -1.005
C -7.010 2.906 -1.809
C -6.318 3.861 -2.538
C -4.931 3.928 -2.460
C -4.239 3.040 -1.653
H -5.089 -0.358 -1.861
H -4.088 -1.705 -1.275
H -3.452 0.177 -3.612
H -3.859 -1.548 -3.716
H -0.334 -2.124 -3.745
H -1.608 -1.664 -4.881
H -1.081 -3.873 -1.880
H -2.147 -6.086 -1.640
H -3.704 -6.911 -3.372
H -4.187 -5.525 -5.358
H -3.120 -3.319 -5.615
H -3.537 1.605 0.665
H -4.875 0.457 0.485
H -6.862 1.271 -0.429
H -8.089 2.858 -1.861
H -6.858 4.557 -3.164
H -4.396 4.682 -3.021
H -3.157 3.106 -1.580
N 1.374 1.618 4.290
C 0.014 1.407 4.298
C -0.314 1.010 3.044
N 0.828 0.969 2.266
C 1.824 1.346 3.064
C 3.149 1.413 2.510
N 3.304 1.058 1.242
C 4.633 1.246 0.936
C 5.270 1.712 2.043
N 4.314 1.814 3.028
H 1.916 1.927 5.082
H -0.590 1.548 5.177
H -1.286 0.760 2.663
H 5.041 1.038 -0.038
H 6.301 1.970 2.207
H 4.487 2.135 3.969
F 2.378 0.692 -1.307
Sb 4.009 0.796 -3.115
F 2.598 1.557 -4.076
F 3.145 -0.827 -3.392
F 5.448 0.965 -4.233
F 4.950 -0.031 -1.723
F 4.132 2.417 -2.191
C 3.686 6.198 1.746
C 2.196 5.851 1.864
C 1.802 4.798 0.882
N 1.735 3.547 1.148
N 1.410 2.772 0.047
C 1.232 3.498 -1.054
N 0.849 3.013 -2.236
S 1.461 5.179 -0.786
H 3.962 6.908 2.523
H 3.910 6.654 0.782
H 4.302 5.305 1.853
H 1.594 6.745 1.699
H 1.962 5.474 2.860
H 0.884 2.019 -2.399
H 0.968 3.583 -3.061
C 3.252 -2.455 0.126
P 1.951 -1.668 1.114
C 0.539 -2.806 1.147
C 0.702 -4.167 0.907
C -0.381 -5.028 1.040
C -1.623 -4.539 1.413
C -1.793 -3.178 1.646
C -0.718 -2.318 1.511
C 2.565 -1.692 2.825
C 1.692 -1.857 3.900
C 2.180 -1.842 5.199
C 3.538 -1.672 5.436
C 4.414 -1.521 4.368
C 3.931 -1.525 3.068
H 3.601 -3.357 0.627
H 4.089 -1.772 -0.011
H 2.857 -2.703 -0.861
H 1.665 -4.572 0.630
H -0.244 -6.087 0.863
H -2.458 -5.216 1.534
H -2.760 -2.798 1.951
H -0.848 -1.257 1.700
H 0.637 -2.028 3.732
H 1.499 -1.992 6.027
H 3.916 -1.687 6.449
H 5.478 -1.427 4.545
H 4.627 -1.424 2.244
```

Results of the Löwdin charge analysis, in e, for atoms 1 through 5: atom 1 (Ti): 0.76, atom 2 (S): 0.82, atom 3 (C): -0.58, atom 4 (N): -0.05, atom 5 (C): -0.05

***

3.
DFT (ωB97M-V with the def2-TZVPD basis set) results for a structure of composition C41H44IN2P2PtSi2.

As for the spin multiplicity: 3. The value obtained for the largest force on an atom is 0.41 eV/Å. As for the net charge: -1. Its HOMO energy (spin up / spin down) is -3.445 / -4.717 eV. Its expectation value of S² is 2.012. Its total energy is -91896.195 eV. The frontier orbital gap (spin up / spin down) comes out at 0.2165 / 0.2609 Eh.

```
93
C41H44IN2P2PtSi2 (ωB97M-V with the def2-TZVPD basis set)
Pt -0.080 1.066 -1.042
C -1.711 3.540 3.546
Si -0.873 3.448 1.854
C -1.643 4.751 0.739
C 0.942 3.873 2.087
N -1.037 1.929 1.141
P -1.231 0.397 1.450
C -0.979 -0.467 0.021
P -0.287 -1.804 -0.758
N 0.581 -1.314 -1.965
Si 1.308 -1.683 -3.437
C 3.137 -1.248 -3.370
C 1.154 -3.511 -3.886
C 0.539 -0.674 -4.824
C 0.691 -2.817 0.409
C 0.074 -3.403 1.514
C 0.824 -4.069 2.468
C 2.205 -4.159 2.327
C 2.825 -3.587 1.226
C 2.068 -2.918 0.270
C -1.607 -2.957 -1.275
C -2.838 -2.413 -1.637
C -3.854 -3.226 -2.117
C -3.651 -4.596 -2.234
C -2.430 -5.145 -1.868
C -1.413 -4.329 -1.392
C -0.106 -0.111 2.805
C 1.223 -0.363 2.467
C 2.155 -0.679 3.442
C 1.770 -0.747 4.775
C 0.454 -0.486 5.125
C -0.478 -0.165 4.145
C -2.896 0.029 2.103
C -3.209 -1.195 2.693
C -4.513 -1.487 3.063
C -5.524 -0.560 2.839
C -5.224 0.656 2.244
C -3.916 0.948 1.879
H -1.667 4.552 3.960
H -1.215 2.867 4.252
H -2.761 3.244 3.487
H -1.718 5.718 1.244
H -2.646 4.448 0.424
H -1.046 4.882 -0.167
H 1.099 4.881 2.480
H 1.462 3.789 1.128
H 1.406 3.158 2.774
H 3.684 -1.904 -2.686
H 3.250 -0.222 -3.009
H 3.609 -1.321 -4.354
H 1.584 -4.140 -3.101
H 1.673 -3.739 -4.822
H 0.105 -3.796 -4.001
H 0.829 0.377 -4.744
H -0.551 -0.718 -4.758
H 0.840 -1.039 -5.811
H -1.002 -3.325 1.624
H 0.339 -4.510 3.331
H 2.795 -4.670 3.078
H 3.900 -3.653 1.114
H 2.540 -2.447 -0.585
H -2.988 -1.344 -1.524
H -4.807 -2.793 -2.395
H -4.444 -5.234 -2.604
H -2.267 -6.213 -1.954
H -0.461 -4.766 -1.111
H 1.514 -0.316 1.425
H 3.180 -0.883 3.158
H 2.495 -1.002 5.539
H 0.149 -0.527 6.164
H -1.502 0.046 4.431
H -2.426 -1.924 2.867
H -4.742 -2.440 3.524
H -6.544 -0.789 3.125
H -6.010 1.379 2.061
H -3.669 1.891 1.405
I -1.070 2.812 -3.082
C 0.829 3.706 -3.166
C 1.007 4.730 -4.050
C 2.266 5.356 -4.149
C 3.296 4.930 -3.363
C 3.124 3.865 -2.443
C 4.206 3.434 -1.643
C 4.030 2.405 -0.765
C 2.775 1.775 -0.647
C 1.667 2.142 -1.386
C 1.858 3.217 -2.317
H 0.188 5.061 -4.674
H 2.404 6.169 -4.850
H 4.271 5.399 -3.430
H 5.164 3.932 -1.745
H 4.856 2.065 -0.149
H 2.685 0.962 0.063
```

Results of the Löwdin charge analysis, in e, for atoms 1 through 5: atom 1 (Pt): 0.74, atom 2 (C): -0.18, atom 3 (Si): 0.28, atom 4 (C): -0.19, atom 5 (C): -0.17